Record 1
ORCA calculation (ωB97M-V with the def2-TZVPD basis set) on a structure of composition C53H41N5P2RhSTe.

Last column: Löwdin charge in e.
Geometry (Å):
Rh (-0.607, -0.749, -0.600)  0.753
Te (2.714, -1.529, 2.170)  1.316
C (3.925, 0.051, 2.870)  -0.566
C (3.381, 1.086, 3.623)  -0.140
C (4.210, 2.119, 4.031)  -0.144
N (5.512, 2.174, 3.753)  0.069
C (6.025, 1.171, 3.049)  -0.139
C (5.281, 0.094, 2.580)  -0.127
C (1.434, -0.312, 1.044)  -0.910
P (-0.235, 0.000, 1.446)  0.820
C (-0.734, 1.716, 1.708)  -0.366
C (0.212, 2.728, 1.831)  -0.083
C (-0.198, 4.042, 2.014)  -0.057
C (-1.550, 4.342, 2.071)  -0.065
C (-2.498, 3.329, 1.958)  -0.061
C (-2.092, 2.019, 1.782)  -0.091
C (-0.650, -0.759, 3.044)  -0.349
C (-1.145, -2.048, 3.218)  -0.096
C (-1.316, -2.565, 4.495)  -0.054
C (-0.984, -1.809, 5.607)  -0.059
C (-0.493, -0.521, 5.444)  -0.057
C (-0.336, 0.004, 4.173)  -0.096
P (1.722, 0.207, -0.648)  0.876
C (2.516, 1.836, -0.767)  -0.392
C (2.326, 2.548, -1.950)  -0.111
C (2.921, 3.789, -2.123)  -0.071
C (3.701, 4.330, -1.109)  -0.068
C (3.896, 3.626, 0.072)  -0.058
C (3.307, 2.382, 0.242)  -0.102
C (3.037, -0.920, -1.218)  -0.405
C (2.728, -2.270, -1.382)  -0.165
C (3.717, -3.192, -1.676)  -0.068
C (5.037, -2.776, -1.794)  -0.068
C (5.357, -1.438, -1.617)  -0.066
C (4.362, -0.511, -1.334)  -0.074
H (2.332, 1.092, 3.891)  0.078
H (3.811, 2.942, 4.615)  0.109
H (7.087, 1.231, 2.837)  0.109
H (5.754, -0.676, 1.984)  0.093
H (1.265, 2.488, 1.775)  0.081
H (0.539, 4.828, 2.110)  0.112
H (-1.871, 5.366, 2.211)  0.111
H (-3.553, 3.565, 2.007)  0.113
H (-2.834, 1.231, 1.688)  0.107
H (-1.399, -2.669, 2.378)  0.076
H (-1.706, -3.568, 4.613)  0.114
H (-1.113, -2.218, 6.601)  0.112
H (-0.235, 0.078, 6.307)  0.113
H (0.030, 1.017, 4.061)  0.097
H (1.706, 2.130, -2.738)  0.106
H (2.774, 4.335, -3.045)  0.108
H (4.163, 5.300, -1.241)  0.108
H (4.515, 4.039, 0.858)  0.111
H (3.477, 1.822, 1.155)  0.077
H (1.706, -2.615, -1.235)  0.078
H (3.462, -4.236, -1.802)  0.110
H (5.813, -3.494, -2.021)  0.109
H (6.385, -1.111, -1.698)  0.110
H (4.629, 0.528, -1.195)  0.103
N (-3.205, -1.922, -3.109)  0.119
C (-1.944, -1.749, -3.650)  -0.269
C (-1.884, -1.819, -5.058)  -0.003
C (-0.679, -1.704, -5.696)  -0.050
C (0.468, -1.508, -4.926)  -0.053
C (0.322, -1.435, -3.566)  -0.134
N (-0.849, -1.555, -2.900)  0.100
C (-3.620, -1.726, -1.734)  -0.369
C (-5.098, -2.005, -1.609)  -0.087
C (-5.743, -1.865, -0.447)  -0.088
C (-5.159, -1.474, 0.823)  -0.074
C (-3.885, -1.680, 1.217)  -0.083
N (-2.973, -2.462, 0.560)  0.059
H (-3.949, -1.850, -3.785)  0.135
H (-2.797, -1.974, -5.616)  0.118
H (-0.624, -1.760, -6.775)  0.117
H (1.447, -1.409, -5.369)  0.111
H (1.195, -1.255, -2.954)  0.049
H (-5.637, -2.298, -2.503)  0.120
H (-6.818, -2.007, -0.454)  0.117
H (-5.821, -1.009, 1.542)  0.105
H (-3.551, -1.334, 2.190)  0.114
S (-4.659, 0.867, -1.774)  1.193
C (-3.537, 2.176, -1.670)  -0.444
C (-3.773, 3.537, -1.856)  -0.072
C (-2.700, 4.397, -1.772)  -0.064
C (-1.410, 3.914, -1.517)  -0.056
C (-1.180, 2.571, -1.319)  -0.029
C (-2.264, 1.694, -1.376)  -0.276
N (-2.231, 0.298, -1.201)  -0.014
C (-3.388, -0.241, -1.430)  -0.455
C (-2.895, -2.733, -0.839)  -0.298
C (-2.983, -4.133, -1.304)  0.020
C (-2.040, -5.019, -0.979)  -0.048
C (-0.855, -4.632, -0.232)  -0.052
C (-0.662, -3.380, 0.199)  -0.093
C (-1.680, -2.317, -0.041)  -0.344
H (-4.767, 3.905, -2.076)  0.115
H (-2.854, 5.457, -1.921)  0.112
H (-0.577, 4.603, -1.474)  0.113
H (-0.184, 2.193, -1.126)  0.056
H (-3.819, -4.407, -1.936)  0.122
H (-2.123, -6.045, -1.311)  0.109
H (-0.096, -5.384, -0.051)  0.112
H (0.263, -3.120, 0.701)  0.068

Calculated values
DFT total energy ... -3777.2535 a.u.
Net charge ... +1
HOMO-LUMO gap (alpha / beta) ... 6.9 / 6.9 eV



Record 2
ORCA calculation (ωB97M-V with the def2-TZVPD basis set) on a cluster of 2 separate species, C9H14 in total.

Last column: Löwdin charge in e.
Geometry (Å):
C (-1.063, 3.040, 1.160)  -0.071
C (-0.020, 2.008, 1.052)  -0.288
C (-0.115, 0.711, 1.560)  -0.051
C (0.887, -0.201, 1.307)  -0.114
C (1.946, 0.061, 0.435)  -0.092
C (2.054, 1.361, -0.051)  -0.090
C (1.142, 2.334, 0.337)  -0.054
H (-1.615, 3.071, 0.208)  0.091
H (-0.681, 4.065, 1.210)  0.078
H (-1.823, 3.002, 1.937)  0.078
H (-0.916, 0.371, 2.204)  0.111
H (0.846, -1.215, 1.694)  0.098
H (2.605, -0.706, 0.058)  0.098
H (2.807, 1.569, -0.802)  0.100
H (1.235, 3.384, 0.087)  0.107
C (-1.305, -2.630, -0.935)  -0.169
C (-0.485, -3.095, -2.134)  -0.174
H (-1.958, -1.808, -1.254)  0.064
H (-2.047, -3.356, -0.602)  0.062
H (-0.642, -2.273, -0.152)  0.039
H (-1.134, -3.421, -2.950)  0.060
H (0.119, -3.957, -1.839)  0.060
H (0.161, -2.314, -2.530)  0.059

Calculated values
Energy above the lowest of the compared OMol25 structures with the same formula, charge and spin ... 10.36 kcal per mole
DFT total energy ... -351.3137 a.u.
SMILES string ... Cc1ccccc1.CC
HOMO-LUMO gap ... 9.9 eV



Record 3
ORCA calculation (ωB97M-V with the def2-TZVPD basis set) on a structure of composition C31H42BN10O2S4Ti.

Last column: Löwdin charge in e.
Geometry (Å):
Ti (0.875, -1.297, -0.219)  0.653
C (4.481, -3.550, -1.156)  -0.058
C (4.200, -2.373, -0.268)  -0.276
C (3.195, -2.417, 0.713)  -0.112
C (3.032, -1.356, 1.608)  -0.165
C (3.827, -0.218, 1.500)  -0.120
C (4.793, -0.158, 0.510)  -0.082
C (4.978, -1.229, -0.359)  -0.037
H (3.946, -4.440, -0.826)  0.072
H (5.546, -3.783, -1.145)  0.094
H (4.205, -3.334, -2.190)  0.074
H (2.630, -3.333, 0.867)  0.113
H (2.328, -1.450, 2.422)  0.059
H (3.683, 0.603, 2.188)  0.098
H (5.420, 0.719, 0.419)  0.117
H (5.761, -1.181, -1.107)  0.125
C (-0.261, 2.867, 5.040)  -0.038
C (0.355, 3.715, 3.929)  -0.546
C (1.873, 3.566, 3.860)  -0.039
C (0.026, 5.184, 4.187)  -0.052
N (-0.246, 3.299, 2.617)  0.016
C (-0.983, 4.136, 1.789)  -0.026
C (-1.342, 3.429, 0.705)  -0.036
N (-0.824, 2.152, 0.852)  0.052
B (-0.949, 1.028, -0.138)  -0.705
N (-0.551, 1.433, -1.573)  0.034
C (-1.377, 1.765, -2.619)  -0.022
C (-0.632, 1.751, -3.742)  -0.016
N (0.660, 1.393, -3.388)  0.035
C (0.680, 1.190, -2.057)  -0.586
S (1.977, 0.706, -0.996)  0.791
C (1.700, 1.145, -4.452)  -0.530
C (3.112, 1.054, -3.890)  -0.068
C (1.327, -0.173, -5.128)  -0.011
C (1.642, 2.313, -5.436)  -0.028
N (-2.307, 0.316, -0.107)  0.065
C (-3.441, 0.631, 0.603)  0.006
C (-4.264, -0.435, 0.527)  -0.014
N (-3.620, -1.419, -0.209)  0.034
C (-2.422, -0.935, -0.580)  -0.552
S (-1.136, -1.659, -1.517)  0.813
C (-4.288, -2.750, -0.438)  -0.531
C (-4.726, -3.283, 0.927)  -0.019
C (-3.358, -3.770, -1.079)  -0.069
C (-5.489, -2.499, -1.347)  -0.018
C (-0.148, 2.075, 2.031)  -0.631
S (0.645, 0.686, 2.588)  0.761
H (0.100, 3.225, 6.005)  0.094
H (0.003, 1.817, 4.937)  0.039
H (-1.348, 2.960, 5.026)  0.094
H (2.298, 3.893, 4.809)  0.095
H (2.278, 4.197, 3.067)  0.094
H (2.168, 2.536, 3.684)  0.031
H (0.477, 5.462, 5.138)  0.096
H (-1.047, 5.359, 4.272)  0.091
H (0.441, 5.835, 3.417)  0.090
H (-1.191, 5.159, 2.033)  0.116
H (-1.903, 3.729, -0.163)  0.126
H (-0.166, 0.180, 0.248)  -0.016
H (-2.424, 1.973, -2.482)  0.137
H (-0.910, 1.963, -4.756)  0.126
H (3.260, 0.160, -3.291)  0.051
H (3.373, 1.929, -3.294)  0.087
H (3.792, 1.012, -4.741)  0.097
H (1.346, -0.987, -4.401)  0.078
H (2.048, -0.391, -5.916)  0.099
H (0.335, -0.127, -5.577)  0.089
H (1.828, 3.260, -4.929)  0.101
H (0.692, 2.377, -5.964)  0.076
H (2.417, 2.169, -6.188)  0.097
H (-3.559, 1.572, 1.109)  0.132
H (-5.242, -0.579, 0.944)  0.129
H (-3.870, -3.381, 1.595)  0.078
H (-5.170, -4.267, 0.790)  0.099
H (-5.469, -2.652, 1.412)  0.082
H (-2.458, -3.938, -0.489)  0.075
H (-3.070, -3.493, -2.091)  0.064
H (-3.908, -4.709, -1.134)  0.100
H (-6.194, -1.797, -0.900)  0.085
H (-6.013, -3.440, -1.518)  0.098
H (-5.167, -2.105, -2.311)  0.095
O (0.074, -2.178, 1.210)  -0.349
N (-1.051, -2.029, 1.903)  0.066
C (-0.995, -2.504, 3.091)  -0.275
C (-2.196, -2.407, 3.878)  -0.149
N (-3.167, -2.328, 4.485)  0.197
C (0.213, -3.070, 3.637)  -0.134
N (1.200, -3.513, 4.019)  0.221
O (0.880, -4.670, -0.783)  -0.478
S (1.334, -3.900, -1.931)  0.797
N (1.426, -2.413, -1.762)  -0.546

Calculated values
Energy above the lowest of the compared OMol25 structures with the same formula, charge and spin ... 31.52 kcal per mole
DFT total energy ... -4371.5318 a.u.
Net charge ... +1
HOMO-LUMO gap ... 6.0 eV



Which value of DFT total energy does entry 3 give?
-4371.5318 a.u.